Record 1
C32H25N7S2TeTi as an isolated structure. Source: the Open Molecules 2025 dataset; level of theory: ωB97M-V/def2-TZVPD.

```
! wB97M-V def2-TZVPD RIJCOSX def2/J DEFGRID3
* xyz 0 3
Ti 9.688 9.315 13.507
C 5.517 10.090 11.501
C 5.394 11.464 11.352
C 6.390 12.238 11.875
C 7.517 11.677 12.518
N 7.657 10.367 12.587
C 6.629 9.607 12.102
N 8.400 12.584 13.020
C 9.345 12.324 13.869
N 9.669 11.113 14.464
C 10.260 11.377 15.653
N 10.336 10.614 16.699
C 9.729 9.374 16.765
C 9.475 8.998 18.114
C 8.880 7.803 18.364
C 8.610 6.963 17.295
C 8.785 7.455 16.025
N 9.345 8.647 15.717
C 10.669 12.765 15.674
C 11.429 13.488 16.597
C 11.700 14.805 16.252
C 11.161 15.394 15.081
C 10.310 14.703 14.255
C 10.142 13.347 14.537
H 4.767 9.420 11.093
H 4.537 11.955 10.890
H 6.301 13.317 11.885
H 6.830 8.570 12.295
H 9.707 9.734 18.859
H 8.710 7.542 19.386
H 8.221 5.936 17.400
H 8.455 6.964 15.110
H 11.762 13.037 17.496
H 12.337 15.391 16.890
H 11.471 16.394 14.859
H 9.905 15.132 13.351
C 7.607 6.535 11.036
C 8.969 6.198 11.466
N 9.621 6.807 12.458
C 10.930 6.356 12.502
C 11.285 5.408 11.568
S 9.898 5.044 10.667
C 11.909 6.898 13.423
C 12.993 6.194 13.922
S 13.993 7.252 14.773
C 12.874 8.536 14.590
N 11.824 8.200 13.894
C 13.062 9.897 15.221
H 6.868 6.372 11.797
H 7.571 7.609 10.747
H 7.288 6.016 10.123
H 12.265 5.121 11.317
H 13.334 5.201 13.660
H 14.108 10.054 15.494
H 12.440 9.989 16.103
H 12.737 10.690 14.507
Te 11.260 9.997 11.123
C 10.272 9.348 9.376
C 8.912 9.193 9.264
C 8.257 8.881 8.080
C 9.026 8.587 6.957
C 10.435 8.673 7.040
C 11.043 9.015 8.244
H 8.301 9.461 10.147
H 7.166 8.848 8.036
H 8.578 8.389 5.992
H 11.039 8.486 6.193
H 12.118 9.054 8.332
*
```

Computed properties:
Orbital gap (alpha / beta) ... 5.496 / 5.631 eV
HOMO energy (alpha / beta) ... -6.009 / -6.131 eV
Energy relative to the best compared isomer or geometry (same formula, charge and spin) ... 0.000 eV
F_max ... 0.04060 Eh/bohr



Record 2
C28H43FI4N8O3P as an isolated structure. Source: the Open Molecules 2025 dataset; level of theory: ωB97M-V/def2-TZVPD.

```
! wB97M-V def2-TZVPD RIJCOSX def2/J DEFGRID3
* xyz -1 1
C -3.404 -4.272 2.113
C -3.085 -3.374 3.388
O -4.012 -2.928 4.105
O -1.737 -3.129 3.733
C -1.104 -2.188 2.768
C 0.482 -2.332 3.020
P 1.516 -0.751 2.595
C 1.471 -1.322 0.738
C 2.644 -2.385 0.425
O 3.848 -2.116 0.392
F 2.273 -3.775 0.211
C 1.563 -0.370 4.459
I 2.968 -1.579 5.675
C 0.796 0.555 5.199
C -0.299 1.443 4.478
I 1.000 0.819 7.379
C 2.580 0.777 2.077
I 3.887 1.600 3.596
C 1.724 1.948 1.331
C 1.797 3.378 2.077
I 2.638 2.319 -0.659
H -2.710 -4.073 1.235
H -4.479 -4.089 1.793
H -3.309 -5.380 2.393
H -1.526 -1.167 3.023
H -1.342 -2.530 1.707
H 0.588 -2.684 4.103
H 0.806 -3.234 2.371
H 2.728 -1.556 2.740
H 0.253 -0.058 2.352
H 0.491 -1.848 0.452
H 1.622 -0.485 -0.020
H -0.054 1.788 3.427
H -0.602 2.311 5.169
H -1.253 0.794 4.386
H 3.280 0.377 1.249
H 0.651 1.656 1.108
H 2.811 3.904 1.935
H 1.447 3.356 3.158
H 1.044 4.053 1.513
C 2.490 4.559 8.443
C 2.436 4.524 6.948
N 2.393 4.502 5.772
H 3.279 3.897 8.802
H 2.694 5.576 8.784
H 1.535 4.231 8.856
C 1.204 5.712 -2.759
C 1.384 6.249 -1.369
N 1.523 6.675 -0.280
H 0.182 5.889 -3.096
H 1.894 6.208 -3.441
H 1.401 4.638 -2.772
C -2.497 -5.402 6.109
C -2.057 -6.191 7.305
N -1.711 -6.811 8.244
H -3.587 -5.388 6.056
H -2.131 -4.377 6.184
H -2.102 -5.856 5.199
C 2.191 -4.093 -3.351
C 1.377 -2.879 -3.678
N 0.740 -1.923 -3.932
H 2.828 -4.352 -4.198
H 2.818 -3.896 -2.480
H 1.531 -4.934 -3.131
C 0.716 2.422 -5.531
C 0.737 3.919 -5.590
N 0.751 5.096 -5.633
H -0.314 2.063 -5.576
H 1.274 2.010 -6.373
H 1.171 2.080 -4.600
C -0.721 0.595 -8.798
C -1.799 1.052 -7.864
N -2.644 1.412 -7.129
H 0.129 1.277 -8.745
H -0.392 -0.408 -8.522
H -1.100 0.576 -9.819
C -2.451 0.802 -0.926
C -1.768 0.541 0.382
N -1.227 0.338 1.411
H -1.842 0.415 -1.746
H -3.424 0.308 -0.941
H -2.593 1.875 -1.062
C -3.960 -0.986 -11.833
C -3.251 -1.216 -10.534
N -2.694 -1.397 -9.514
H -3.364 -1.381 -12.656
H -4.929 -1.488 -11.820
H -4.115 0.083 -11.986
*
```

Computed properties:
Orbital gap ... 5.949 eV
HOMO energy ... -4.663 eV
F_max ... 0.10249 Eh/bohr



Record 3
One molecule with the formula C11H21N5O3. Source: the Open Molecules 2025 dataset; level of theory: ωB97M-V/def2-TZVPD.

```
! wB97M-V def2-TZVPD RIJCOSX def2/J DEFGRID3
* xyz 0 1
C 1.599 -0.610 1.693
C 0.891 -0.052 0.312
C 2.668 0.285 2.196
C 3.917 -0.531 2.419
C 3.725 -1.530 1.321
C -1.529 -0.631 0.675
C -1.159 -2.174 0.489
C -2.707 -0.237 -0.241
C -3.048 1.255 -0.296
C -2.139 2.251 -1.106
C -1.145 1.382 -3.222
H 2.135 -2.242 0.414
H 0.845 -0.890 2.432
H 2.462 0.864 3.148
H 2.738 1.253 1.610
H 4.000 -1.173 3.252
H 4.821 0.090 2.495
H 4.004 -1.119 0.292
H 4.395 -2.484 1.462
H -0.555 0.084 -0.807
H -1.777 -0.450 1.748
H -3.691 -0.738 -0.139
H -2.447 -0.695 -1.307
H -3.101 1.695 0.760
H -4.092 1.251 -0.486
H -2.537 3.226 -0.916
H -1.065 2.290 -0.808
H -3.086 1.940 -2.866
H -1.912 0.781 -4.864
H 0.883 0.786 -2.979
H 0.316 1.367 -1.581
H -1.717 -2.325 2.355
N 2.302 -1.871 1.389
N -0.395 0.075 0.174
N -2.147 2.087 -2.528
N -1.118 0.825 -4.383
N 0.158 1.408 -2.626
O 1.665 0.103 -0.621
O -0.774 -2.657 -0.498
O -1.381 -2.888 1.637
*
```

Computed properties:
Orbital gap ... 8.762 eV
HOMO energy ... -8.580 eV
SMILES ... [H]/N=C(/N)NCCC[C@H](NC(=O)[C@@H]1CCCN1)C(=O)O
Energy relative to the best compared isomer or geometry (same formula, charge and spin) ... 3.924 eV
F_max ... 0.11819 Eh/bohr